# 1
DFT (ωB97M-V/def2-TZVPD) results for a cluster of 2 separate species, C3H8N3O3 in total.

E_HOMO (spin up / spin down) in eV: -13.87 / -13.14
ΔE to the lowest compared entry with this formula, charge and spin in eV: 3.359
Net charge: +1
LUMO level (spin up / spin down) in eV: -5.6 / -6.1

Element x y z (Å)
C: -0.998 0.810 -0.086
C: 1.213 -1.210 -0.608
C: 1.681 0.141 -0.277
N: -1.448 0.145 -1.109
N: 1.568 -2.192 0.249
N: -1.564 1.579 0.748
O: 0.580 -1.451 -1.641
O: 2.320 0.481 0.792
O: -2.829 2.237 0.528
H: 1.752 0.868 -1.153
H: -0.682 -0.506 -1.663
H: -2.392 0.148 -1.284
H: 2.095 -1.954 1.008
H: 1.067 -3.101 0.205
H: -0.933 1.856 1.452
H: 2.074 0.108 1.625
H: -3.503 2.039 1.213

---

# 2
DFT (ωB97M-V/def2-TZVPD) results for the ion C3H8N3S with charge +1.

E_HOMO in eV: -14.06
ΔE to the lowest compared entry with this formula, charge and spin in eV: 1.236
Net charge: +1
LUMO level in eV: -4.3

Element x y z (Å)
C: 0.228 -0.442 1.648
C: -1.337 0.147 -0.032
C: 0.542 0.765 -1.366
N: 1.061 0.360 1.143
N: -0.414 -0.113 -1.161
N: -0.997 -0.711 1.057
S: 1.978 0.672 -2.206
H: 0.508 -1.123 2.610
H: -1.146 1.156 0.082
H: -2.341 -0.098 -0.187
H: 0.287 1.600 -0.847
H: 1.929 0.368 1.621
H: -0.539 -1.079 -1.403
H: -1.652 -0.983 1.783
H: 1.891 -0.518 -2.741

---

# 3
DFT (ωB97M-V/def2-TZVPD) results for a cluster of 2 separate species, C3H8N3S in total.

E_HOMO (spin up / spin down) in eV: -13.06 / -13.06
ΔE to the lowest compared entry with this formula, charge and spin in eV: 4.181
Net charge: +1
LUMO level (spin up / spin down) in eV: -5.6 / -5.6

Element x y z (Å)
C: 0.033 1.490 0.315
C: 0.662 2.071 1.494
C: -0.788 -2.085 -0.937
N: -0.524 1.400 -0.734
N: 0.626 -0.687 0.363
N: 0.323 -1.143 -0.747
S: -1.158 0.861 -2.007
H: 0.615 1.359 2.411
H: 0.201 2.981 1.718
H: 1.842 2.310 1.323
H: -1.611 -1.687 -0.330
H: -0.910 -2.016 -2.004
H: -0.329 -2.925 -0.515
H: 0.124 -1.125 1.146
H: 0.895 -0.805 -1.495

---

# 4
DFT (ωB97M-V/def2-TZVPD) results for the ion C3H8N3S2 with charge +1.

E_HOMO in eV: -13.80
ΔE to the lowest compared entry with this formula, charge and spin in eV: 2.569
Net charge: +1
SMILES string: CN1C=N[NH2+]C1(S)S
LUMO level in eV: -3.5

Element x y z (Å)
C: -0.931 1.140 0.661
N: -0.157 0.374 -0.290
C: 0.808 1.087 -1.334
N: 1.688 0.298 -1.741
N: 1.556 -0.953 -1.104
C: 0.449 -0.855 -0.011
S: -0.657 -2.330 -0.213
S: 1.397 -0.965 1.609
H: -0.911 0.645 1.633
H: -0.517 2.142 0.767
H: -1.963 1.214 0.322
H: 0.630 2.100 -1.626
H: 2.463 -1.246 -0.701
H: 1.305 -1.671 -1.805
H: -1.708 -1.670 -0.691
H: 0.429 -1.505 2.339

---

# 5
DFT (ωB97M-V/def2-TZVPD) results for an isolated molecule of C3H8N4.

E_HOMO (spin up / spin down) in eV: -7.85 / -7.85
ΔE to the lowest compared entry with this formula, charge and spin in eV: 4.790
SMILES string: [H]/N=N/N1CCCN1
LUMO level (spin up / spin down) in eV: 1.1 / 1.1

Element x y z (Å)
H: -0.919 -0.253 -3.631
N: -0.482 -0.015 -2.723
N: -1.148 -0.317 -1.713
N: -0.896 0.445 -0.254
C: 0.397 1.080 -0.106
C: 1.068 0.264 1.017
C: 0.192 -0.952 1.236
N: -1.076 -0.374 0.827
H: 0.132 2.176 0.149
H: 0.987 0.961 -1.077
H: 1.130 0.944 2.008
H: 2.097 0.077 0.645
H: 0.377 -1.765 0.499
H: 0.048 -1.307 2.286
H: -1.906 -0.965 0.836

---

# 6
DFT (ωB97M-V/def2-TZVPD) results for an isolated molecule of C3H8N4.

E_HOMO in eV: -8.73
ΔE to the lowest compared entry with this formula, charge and spin in eV: 1.840
SMILES string: [H]/N=C1/NCCN1N
LUMO level in eV: 0.9

Element x y z (Å)
H: 0.192 1.599 -2.364
N: 0.092 0.591 -2.373
C: 0.031 0.146 -1.185
N: -0.082 -1.242 -0.928
C: 0.275 -1.645 0.428
C: -0.039 -0.239 1.091
N: 0.169 0.745 0.108
N: -0.343 2.070 0.234
H: 0.077 -1.834 -1.698
H: 1.337 -1.906 0.613
H: -0.349 -2.452 0.909
H: -1.139 -0.262 1.523
H: 0.530 -0.007 1.957
H: -1.180 1.923 0.872
H: 0.428 2.513 0.814

---

# 7
DFT (ωB97M-V/def2-TZVPD) results for a structure of composition C3H8N4.

E_HOMO (spin up / spin down) in eV: -7.76 / -7.76
ΔE to the lowest compared entry with this formula, charge and spin in eV: 6.343
LUMO level (spin up / spin down) in eV: 0.2 / 0.2

Element x y z (Å)
N: -0.820 0.984 -0.073
C: 0.594 0.478 -0.008
C: 0.381 -0.746 0.684
N: -1.818 0.598 -0.979
N: 1.422 1.494 0.552
C: -0.150 -1.919 0.949
N: 1.175 -0.342 -0.945
H: -0.907 1.958 0.210
H: -2.388 -0.142 -0.574
H: -1.372 0.219 -1.817
H: 2.151 1.764 -0.103
H: 1.819 1.369 1.475
H: 0.618 -0.891 -1.602
H: -1.177 -2.018 1.279
H: 0.471 -2.807 0.951

---

# 8
DFT (ωB97M-V/def2-TZVPD) results for an isolated molecule of C3H8N4.

E_HOMO in eV: -7.24
ΔE to the lowest compared entry with this formula, charge and spin in eV: 3.461
SMILES string: Cc1[nH]n(N)c1N
LUMO level in eV: 1.1

Element x y z (Å)
C: -1.005 -1.531 -1.324
C: -0.278 -0.474 -0.588
N: 0.544 0.576 -1.138
N: 1.006 0.826 0.251
N: 0.949 2.124 0.734
C: 0.021 -0.117 0.677
N: -0.403 -0.339 1.975
H: -0.314 -2.188 -1.858
H: -1.682 -1.089 -2.055
H: -1.585 -2.126 -0.622
H: 1.307 0.285 -1.750
H: 0.061 2.584 0.526
H: 1.710 2.664 0.335
H: 0.204 0.121 2.640
H: -0.535 -1.316 2.198

---

What is the ΔE to the lowest compared entry with this formula, charge and spin in the third record?
4.181 eV